Computed, not measured: 3 unconnected molecules or ions with the total composition C24H50NO4S2, with ωB97M-V/def2-TZVPD.

Structure (XYZ):
```
81
Properties=species:S:1:pos:R:3:forces:R:3:lowdin_charge:R:1
C 1.236 4.206 5.285 -0.2 0.1 0.0 -0.121
C 0.255 3.327 4.514 0.0 0.2 -0.1 -0.271
C -1.194 3.815 4.648 0.0 0.0 0.3 -0.222
C -2.266 2.713 4.621 -0.1 0.1 -0.2 -0.201
C -2.067 1.600 3.569 -0.1 -0.1 0.0 -0.200
C -3.163 1.531 2.481 0.0 -0.1 0.0 -0.197
C -2.663 1.560 1.031 -0.1 0.1 -0.1 -0.208
C -1.704 2.714 0.673 -0.1 0.0 0.0 -0.184
C -0.527 2.332 -0.248 0.0 0.1 0.0 -0.197
C 0.851 2.173 0.425 0.1 0.0 -0.2 -0.193
C 1.391 0.748 0.540 -0.1 -0.7 -0.1 -0.207
C 0.389 -0.311 1.038 0.1 0.0 0.0 -0.195
C 1.006 -1.602 1.624 -0.2 0.0 0.1 -0.212
C 2.307 -2.079 1.002 0.4 0.1 0.1 -0.261
C 2.950 -3.267 1.735 -0.4 0.1 -0.1 -0.222
C 2.533 -4.659 1.124 -0.1 0.0 -0.1 -0.453
N 1.350 -4.683 0.306 0.1 0.0 0.0 -0.168
H 2.267 3.871 5.163 0.0 0.0 0.0 0.067
H 0.997 4.217 6.352 0.1 -0.1 0.0 0.068
H 1.168 5.240 4.934 0.1 0.0 0.0 0.071
H 0.542 3.355 3.460 0.0 -0.2 0.0 0.082
H 0.340 2.286 4.836 0.0 0.0 0.1 0.114
H -1.409 4.570 3.885 0.1 -0.1 -0.1 0.107
H -1.279 4.338 5.608 -0.1 0.0 -0.1 0.100
H -2.355 2.287 5.624 0.1 -0.1 -0.1 0.103
H -3.230 3.193 4.422 0.0 0.0 0.1 0.094
H -2.035 0.634 4.078 0.1 0.0 0.0 0.110
H -1.092 1.701 3.091 0.0 0.0 0.0 0.071
H -3.899 2.329 2.630 0.1 0.1 0.0 0.098
H -3.717 0.596 2.612 -0.1 0.1 0.0 0.104
H -2.210 0.598 0.779 0.1 0.1 0.1 0.092
H -3.545 1.649 0.386 0.0 -0.1 0.0 0.100
H -2.294 3.489 0.172 0.0 0.0 0.1 0.101
H -1.316 3.182 1.583 0.0 0.0 0.0 0.089
H -0.433 3.108 -1.012 0.0 0.0 0.0 0.089
H -0.777 1.408 -0.778 0.0 0.0 -0.1 0.095
H 1.571 2.745 -0.169 0.0 0.0 0.1 0.102
H 0.838 2.645 1.413 -0.1 0.0 0.0 0.081
H 2.250 0.760 1.219 0.0 0.1 -0.1 0.105
H 1.744 0.386 -0.441 0.1 0.3 0.4 0.092
H -0.243 -0.605 0.192 0.0 0.1 0.0 0.103
H -0.272 0.130 1.793 0.0 -0.1 0.0 0.084
H 0.288 -2.417 1.488 0.0 0.0 0.1 0.098
H 1.151 -1.488 2.708 0.0 0.1 0.0 0.100
H 3.017 -1.246 0.970 0.0 0.0 -0.1 0.090
H 2.093 -2.404 -0.012 -0.1 0.0 -0.2 0.067
H 4.043 -3.175 1.684 0.0 0.0 0.1 0.078
H 2.665 -3.216 2.795 0.1 0.0 0.0 0.080
H 2.500 -5.370 1.969 0.1 0.0 0.0 0.066
H 3.416 -4.974 0.525 0.0 0.0 0.0 0.058
H 0.591 -5.074 0.857 0.0 0.0 0.0 -0.075
C 1.626 -4.497 -3.713 0.2 0.0 -0.1 -0.220
C 2.664 -4.416 -2.590 0.0 0.0 0.1 -0.226
C 3.301 -3.020 -2.657 0.0 -0.2 0.0 -0.214
S 2.039 -1.941 -3.345 -0.2 -0.1 0.4 0.669
O 2.499 -1.411 -4.613 0.0 0.1 0.0 -0.346
O 1.556 -1.014 -2.338 0.1 0.1 -0.3 -0.346
C 0.814 -3.210 -3.624 0.0 -0.2 -0.1 -0.236
H 0.985 -5.370 -3.597 0.0 0.0 0.0 0.112
H 2.115 -4.558 -4.692 -0.1 0.0 0.0 0.109
H 2.158 -4.556 -1.618 -0.1 0.0 0.1 0.053
H 3.428 -5.190 -2.687 0.0 0.0 0.0 0.109
H 3.572 -2.633 -1.679 0.0 0.1 0.1 0.088
H 4.156 -2.968 -3.332 -0.1 0.1 0.0 0.096
H 0.252 -2.963 -4.520 0.0 0.1 0.0 0.089
H 0.161 -3.209 -2.752 0.0 0.0 0.0 0.111
C -3.172 1.357 -3.371 0.0 0.0 0.0 -0.221
C -1.812 1.970 -3.730 0.0 0.0 -0.1 -0.208
C -0.876 0.819 -4.114 0.0 0.1 0.0 -0.203
S -1.935 -0.470 -4.781 0.0 -0.1 0.0 0.662
O -1.880 -1.625 -3.921 -0.1 0.0 0.0 -0.313
O -1.718 -0.626 -6.198 0.0 0.0 -0.1 -0.329
C -3.491 0.373 -4.491 -0.1 0.1 0.1 -0.233
H -3.950 2.115 -3.277 0.0 0.0 0.0 0.112
H -3.102 0.826 -2.419 0.0 0.0 0.0 0.114
H -1.932 2.654 -4.574 0.0 0.0 0.0 0.116
H -1.399 2.537 -2.901 0.0 0.0 0.0 0.084
H -0.150 1.080 -4.880 0.0 0.0 0.0 0.109
H -0.354 0.389 -3.258 0.0 0.0 0.0 0.085
H -4.242 -0.373 -4.241 0.0 0.0 0.0 0.104
H -3.760 0.884 -5.415 0.0 0.0 0.0 0.103
```
Forces are in eV/Å.

Results
molar mass: 480.80 g/mol
net charge: -1
HOMO level: -2.00 eV
calculated total energy: -57048.5216 eV